{"formula": "C37H40NP3Sc", "method": "the ωB97M-V functional and the def2-TZVPD basis", "lumo_ha": [-0.116, -0.120], "charge": 1, "spin_multiplicity": 1, "homo_lumo_gap_ha": [0.16052, 0.17906], "homo_energy_ev": [-7.53, -8.13], "elements": ["C", "C", "C", "C", "C", "C", "C", "C", "C", "C", "C", "C", "C", "H", "H", "H", "H", "H", "H", "H", "N", "Sc", "C", "H", "H", "C", "H", "H", "P", "P", "C", "H", "H", "H", "C", "H", "H", "H", "C", "H", "H", "H", "C", "H", "H", "H", "H", "H", "C", "C", "C", "C", "C", "C", "P", "C", "C", "C", "C", "C", "C", "C", "C", "C", "C", "C", "C", "H", "H", "H", "H", "H", "H", "H", "H", "H", "H", "H", "H", "H", "H", "H"], "coordinates": [[-0.6161, -3.2313, -3.8563], [-0.3412, -1.9975, -3.2631], [-1.4269, -1.4078, -2.4820], [-2.3741, -2.2894, -1.8969], [-2.5244, -3.5858, -2.4002], [-1.7041, -4.0030, -3.4454], [-3.1622, -1.7536, -0.8253], [-3.5226, -0.3752, -0.9887], [-2.5556, 0.4621, -1.6204], [-2.7163, 1.9063, -1.4964], [-3.9996, 2.3726, -1.2595], [-5.0273, 1.5050, -0.8546], [-4.7730, 0.1575, -0.6281], [0.0613, -3.6024, -4.6158], [-3.3208, -4.2236, -1.9865], [-1.9014, -4.9627, -3.9227], [-3.7701, -2.4237, -0.1621], [-4.1988, 3.4347, -1.3721], [-6.0349, 1.8930, -0.6877], [-5.5349, -0.5248, -0.2222], [-1.5556, -0.0170, -2.4536], [-0.4095, -0.7423, 0.3083], [0.9646, -1.3262, -3.2971], [0.9159, -0.3084, -3.7084], [1.7236, -1.9043, -3.8269], [-1.5118, 2.7515, -1.5973], [-0.9523, 2.5446, -2.5367], [-1.7507, 3.8129, -1.5588], [1.5759, -1.1350, -1.5045], [-0.3709, 2.3780, -0.2213], [-0.7596, 3.5652, 1.0864], [-0.1751, 3.3143, 1.9790], [-0.5287, 4.5992, 0.7540], [-1.8425, 3.4909, 1.3294], [1.2914, 2.6341, -0.7922], [1.5622, 3.6843, -0.7047], [2.0087, 2.0461, -0.1775], [1.3950, 2.3179, -1.8306], [2.2118, -2.8345, -1.2469], [2.9651, -3.0752, -2.0030], [2.6489, -2.9243, -0.2437], [1.3738, -3.5632, -1.3248], [3.1281, -0.2401, -1.8031], [3.5595, 0.1054, -0.8311], [3.8541, -0.8749, -2.2930], [2.9436, 0.6551, -2.4250], [-1.5016, -1.5146, 0.6543], [-0.7190, 1.1240, 0.5492], [2.9896, -4.5125, 4.3394], [2.1196, -4.7284, 3.2616], [1.7129, -3.6552, 2.4740], [2.1897, -2.3665, 2.7514], [3.0451, -2.1546, 3.8321], [3.4555, -3.2244, 4.6281], [1.5471, -0.9348, 1.8186], [0.3734, -0.2323, 3.0541], [-0.9830, -0.6559, 2.9928], [-1.9020, -0.1309, 3.9005], [-1.4893, 0.7434, 4.9037], [-0.1470, 1.1084, 5.0029], [0.7952, 0.6140, 4.0906], [3.0076, 0.1433, 1.8327], [2.9196, 1.5412, 2.0076], [4.0543, 2.3407, 1.8634], [5.2924, 1.7711, 1.5461], [5.3929, 0.3841, 1.3848], [4.2664, -0.4269, 1.5261], [3.3067, -5.3567, 4.9691], [1.7591, -5.7298, 3.0472], [1.0116, -3.8171, 1.6390], [3.4088, -1.1438, 4.0686], [4.1273, -3.0466, 5.4638], [-1.3034, -1.4436, 2.2903], [-2.9493, -0.4219, 3.8180], [-2.2022, 1.1326, 5.6134], [0.1968, 1.7813, 5.7923], [1.8454, 0.8954, 4.1784], [1.9711, 1.9975, 2.2752], [3.9683, 3.4231, 2.0033], [6.1715, 2.4006, 1.4258], [6.3578, -0.0765, 1.1508], [4.3577, -1.5042, 1.4109]], "forces_ev_per_angstrom": [[0.592, 0.432, 0.586], [-2.233, -0.325, 0.455], [0.779, 0.284, -1.263], [-0.001, 0.238, 0.779], [0.432, -0.671, -0.240], [-0.801, -0.344, 0.246], [-1.594, -0.363, -0.752], [0.304, -0.384, 0.488], [0.229, 0.845, -1.137], [-0.915, -1.962, 0.055], [0.021, 0.169, 0.451], [-0.388, -0.187, 0.032], [0.014, 0.415, 0.272], [0.111, -0.163, 0.131], [0.493, 0.289, -0.315], [0.126, 0.229, 0.100], [0.543, 0.696, -0.891], [-0.026, -0.037, 0.220], [0.386, -0.041, -0.041], [0.345, 0.470, -0.230], [0.946, -0.468, 2.948], [4.476, 4.004, -3.657], [0.630, 0.957, 0.408], [0.032, -0.174, 0.005], [-0.065, 0.043, -0.142], [0.464, -0.299, -1.198], [-0.180, 0.108, 0.545], [0.020, 0.157, 0.122], [-0.165, -0.730, -1.920], [-1.402, -0.156, 0.096], [-0.207, 0.136, 0.145], [-0.138, 0.140, -0.080], [-0.098, -0.660, 0.142], [0.659, -0.015, -0.183], [1.187, -0.891, 0.477], [-0.115, 0.135, 0.051], [-0.404, 0.400, -0.378], [-0.207, -0.011, 0.058], [-0.411, -0.386, 0.278], [-0.084, -0.006, 0.108], [-0.023, -0.064, -0.230], [0.483, 0.455, 0.034], [0.265, 1.178, 0.922], [-0.233, -0.243, -0.815], [0.142, -0.140, -0.195], [0.084, -0.444, 0.229], [-5.570, -4.925, 1.911], [0.682, 2.256, -0.516], [0.023, -0.109, 0.030], [0.250, 0.156, 0.360], [-0.009, 0.174, -0.149], [-0.113, -0.359, 0.004], [0.310, -0.071, 0.394], [-0.310, -0.095, -0.352], [0.210, -0.245, 1.480], [-0.125, -0.201, 0.188], [0.802, 0.469, 0.560], [-0.078, -0.056, -0.185], [0.278, 0.033, -0.245], [0.423, -0.119, -0.197], [-0.636, 0.165, 0.038], [0.733, 0.572, -0.124], [0.525, -0.571, -0.224], [0.102, 0.038, -0.022], [-0.304, -0.245, -0.002], [-0.024, 0.069, 0.029], [-0.367, 0.619, 0.148], [-0.186, 0.437, -0.383], [0.047, 0.133, 0.033], [0.378, 0.096, 0.416], [-0.199, -0.531, -0.145], [-0.132, -0.094, -0.122], [0.033, 0.298, 0.307], [0.250, 0.026, 0.116], [-0.094, 0.012, 0.058], [-0.214, -0.257, -0.175], [-0.369, -0.094, 0.061], [0.083, -0.046, -0.116], [0.080, -0.398, -0.028], [-0.187, -0.128, 0.057], [-0.364, 0.216, 0.081], [-0.002, 0.161, 0.000]], "mulliken_charge": [-0.92, 0.22, 0.29, 1.64, -0.79, -0.62, -2.36, 1.55, 0.29, 0.13, -0.98, -0.63, -0.90, 0.45, 0.45, 0.41, 0.50, 0.43, 0.40, 0.46, -0.28, -1.84, -1.40, 0.45, 0.59, -0.97, 0.45, 0.61, 1.22, 1.29, -1.27, 0.30, 0.43, 0.38, -1.00, 0.57, 0.01, 0.45, -1.36, 0.50, 0.26, 0.29, -1.30, 0.19, 0.54, 0.39, 0.39, 0.16, -0.57, -0.69, -0.45, 0.50, -0.11, -0.82, 2.35, 0.91, -0.71, -0.71, -0.77, -0.69, -0.61, 1.03, -0.91, -0.57, -0.84, -0.47, -0.94, 0.37, 0.45, 0.27, 0.27, 0.44, 0.27, 0.49, 0.44, 0.43, 0.36, 0.56, 0.45, 0.41, 0.44, 0.37]}


{"formula": "C5H16IO5", "method": "the ωB97M-V functional and the def2-TZVPD basis", "lumo_ha": [0.007, -0.160], "spin_multiplicity": 2, "homo_lumo_gap_ha": [0.37894, 0.21167], "s_squared": 0.753, "homo_energy_ev": [-10.12, -10.11], "elements": ["I", "C", "O", "H", "H", "H", "H", "C", "C", "O", "O", "H", "H", "H", "H", "H", "H", "C", "C", "O", "O", "H", "H", "H", "H", "H", "H"], "coordinates": [[0.1702, 1.5636, 0.2967], [-3.9830, 3.4037, 0.9416], [-3.2585, 2.9103, -0.1421], [-3.6706, 4.4432, 1.0419], [-5.0552, 3.2199, 0.8730], [-3.6686, 2.9172, 1.8649], [-2.3201, 2.8348, 0.0459], [-0.3504, -0.7735, -2.9512], [-0.3767, -1.6671, -4.2379], [-1.1318, -2.8641, -4.2072], [0.4040, 0.4366, -3.1666], [0.0524, -1.3277, -2.1034], [-1.4017, -0.6395, -2.6964], [0.6388, -1.9529, -4.5123], [-0.7528, -1.1044, -5.0923], [-2.0507, -2.6521, -4.3869], [0.5698, 0.7994, -2.2934], [1.8565, -1.0283, 3.3356], [3.3406, -0.5829, 3.4723], [4.1293, -1.7475, 3.3092], [1.5758, -1.3122, 1.9499], [1.2173, -0.1888, 3.6090], [1.6554, -1.9097, 3.9446], [3.3376, -0.2416, 4.5074], [3.6049, 0.1725, 2.7322], [3.8666, -2.1676, 2.4870], [1.6005, -0.5412, 1.3784]], "forces_ev_per_angstrom": [[-0.009, 0.053, 0.104], [1.106, 0.329, 1.131], [-0.272, -0.992, -1.405], [-0.902, 0.403, 0.287], [0.164, 0.306, -0.562], [-0.022, -0.178, 0.268], [-0.124, 0.160, 0.272], [-0.237, -0.894, -0.570], [0.702, 0.694, -0.478], [0.018, -0.012, 0.855], [-0.783, -1.038, -0.286], [0.327, -0.238, -0.081], [-0.220, 0.747, 0.054], [0.081, -0.031, 0.200], [0.125, 0.619, 0.131], [-0.050, 0.004, 0.063], [0.047, 0.122, -0.005], [0.662, 1.856, -1.734], [-1.977, -1.741, 0.297], [0.663, 0.353, 0.473], [-0.128, -1.393, 0.305], [-0.193, -0.026, 0.494], [0.023, 0.042, -0.266], [1.041, 0.207, -0.023], [-0.080, 0.318, 0.212], [-0.133, 0.010, -0.189], [0.170, 0.319, 0.453]], "nbo_charge": [0.02, -0.24, -0.73, 0.16, 0.19, 0.15, 0.47, -0.09, -0.07, -0.71, -0.72, 0.16, 0.15, 0.18, 0.16, 0.47, 0.47, -0.08, -0.09, -0.72, -0.75, 0.16, 0.20, 0.18, 0.16, 0.47, 0.47]}


{"formula": "C3H4BrF3", "method": "the ωB97M-V functional and the def2-TZVPD basis", "smiles": "C[C@@H](F)C(F)(F)Br", "lumo_ha": 0.022, "spin_multiplicity": 1, "homo_lumo_gap_ha": 0.42516, "homo_energy_ev": -10.96, "elements": ["C", "C", "F", "C", "F", "F", "Br", "H", "H", "H", "H"], "coordinates": [[-0.6490, -0.7360, 0.7946], [0.3719, -0.5977, -0.2633], [-0.0561, -1.2821, -1.4231], [0.4506, 0.9964, -0.6784], [-0.6855, 1.4162, -1.2724], [1.4627, 1.3297, -1.5341], [0.8021, 2.0302, 0.9311], [-1.7267, -0.3051, 0.5628], [-0.4759, -0.1514, 1.8093], [-0.8451, -1.8068, 1.2058], [1.3510, -0.8933, -0.1323]], "forces_ev_per_angstrom": [[-3.269, -0.287, 4.200], [-2.314, 2.842, -2.624], [0.185, 0.462, 0.655], [0.264, -0.726, -0.161], [0.418, -0.418, 0.487], [-0.637, -0.926, 0.418], [-0.002, 0.284, -0.039], [2.332, -0.943, -0.345], [0.383, -1.150, -2.302], [0.614, 1.605, -1.254], [2.026, -0.743, 0.967]], "nbo_charge": [-0.71, 0.15, -0.35, 0.62, -0.32, -0.33, -0.01, 0.25, 0.26, 0.25, 0.20]}


{"formula": "C5H13N3P", "method": "the ωB97M-V functional and the def2-TZVPD basis", "smiles": "CP(C)N1CCNC1=[NH2+]", "lumo_ha": -0.188, "charge": 1, "spin_multiplicity": 1, "homo_lumo_gap_ha": 0.26632, "homo_energy_ev": -12.35, "elements": ["C", "P", "C", "N", "C", "C", "N", "C", "N", "H", "H", "H", "H", "H", "H", "H", "H", "H", "H", "H", "H", "H"], "coordinates": [[1.3165, -0.4985, 2.1012], [0.1308, -1.3372, 0.8619], [-1.6282, -1.4614, 1.6894], [-0.1521, -0.3613, -0.6032], [0.4775, -0.8187, -1.9002], [0.6606, 0.6846, -2.6099], [0.9108, 1.5962, -1.3912], [-0.1956, 1.1442, -0.4627], [-1.0971, 1.8311, 0.3133], [0.7628, -0.2633, 3.1313], [2.2854, -1.1245, 2.3613], [1.6578, 0.5489, 1.6810], [-2.0264, -0.3841, 1.9867], [-1.6012, -2.1216, 2.6559], [-2.3899, -1.8910, 0.8817], [-0.4561, -1.2900, -2.4755], [1.4249, -1.5087, -1.8629], [-0.4504, 0.9678, -2.8835], [1.4758, 0.7591, -3.4788], [1.8980, 1.3334, -1.1328], [-0.8878, 2.6536, 0.9251], [-2.1161, 1.5414, 0.2120]], "forces_ev_per_angstrom": [[0.085, 1.873, 1.303], [-0.787, -1.565, 0.791], [-0.792, 1.102, -0.126], [-0.587, 3.776, 1.436], [-1.648, 1.195, -1.819], [-1.341, -0.773, 0.890], [-0.705, -0.054, -0.151], [2.604, -3.882, -1.399], [0.454, -1.286, -1.288], [1.149, -0.521, -2.240], [-2.218, 1.072, -0.905], [-0.494, -2.014, 0.878], [0.803, -2.199, -0.439], [0.074, 1.186, -2.011], [1.823, 0.734, 1.810], [2.559, 0.419, 1.109], [-1.997, 1.472, 0.355], [2.500, -0.515, -0.380], [-2.003, 0.066, 2.229], [-1.502, 0.545, 0.736], [-0.012, -0.793, -1.443], [2.037, 0.163, 0.664]], "nbo_charge": [-0.99, 0.99, -0.94, -0.71, -0.26, -0.25, -0.67, 0.74, -0.78, 0.26, 0.29, 0.23, 0.22, 0.28, 0.26, 0.24, 0.26, 0.21, 0.28, 0.41, 0.46, 0.46]}


{"formula": "CH14O5S", "method": "the ωB97M-V functional and the def2-TZVPD basis", "smiles": "CS.O.O.O.O.O", "lumo_ha": -0.001, "spin_multiplicity": 1, "homo_lumo_gap_ha": 0.33239, "homo_energy_ev": -9.08, "elements": ["C", "S", "H", "H", "H", "H", "O", "H", "H", "O", "H", "H", "O", "H", "H", "O", "H", "H", "O", "H", "H"], "coordinates": [[2.5810, 0.2564, -0.3096], [2.7171, 1.1586, -1.8629], [2.2001, -0.7360, -0.5078], [3.5830, 0.0877, 0.0817], [1.9768, 0.7055, 0.4666], [1.8643, 0.5010, -2.6652], [0.1548, -0.6022, 2.5247], [0.8717, -0.1126, 2.9481], [-0.4786, -0.6205, 3.2538], [-0.9291, 0.5567, -2.0559], [-1.0437, 1.4587, -2.3533], [-1.0198, 0.5384, -1.0917], [-1.5656, 2.0348, 0.0169], [-1.0141, 2.8115, 0.1650], [-2.0068, 1.9024, 0.8635], [-3.2122, -1.7638, 0.4696], [-2.3073, -1.7976, 0.7969], [-3.0789, -1.7533, -0.4845], [-0.1402, -1.6617, -0.1929], [0.2496, -1.5570, 0.6887], [0.5979, -1.4069, -0.7517]], "forces_ev_per_angstrom": [[0.287, -0.751, -0.069], [0.260, 0.560, -0.202], [0.054, -0.120, 0.005], [0.063, 0.208, -0.038], [-0.276, 0.372, -0.113], [-0.142, -0.106, 0.440], [0.107, 0.342, 0.726], [0.217, -0.074, -0.371], [-0.277, -0.285, -0.294], [0.366, -0.933, -0.447], [-0.122, 0.163, 0.337], [-0.066, 0.380, -0.407], [-0.058, 0.428, 0.631], [0.045, -0.055, -0.099], [-0.094, -0.115, -0.079], [0.055, 0.043, 0.015], [0.056, -0.019, -0.062], [-0.050, 0.037, -0.016], [0.306, -0.064, 0.439], [-0.373, 0.007, 0.084], [-0.359, -0.017, -0.477]], "nbo_charge": [-0.73, -0.05, 0.20, 0.22, 0.21, 0.15, -0.95, 0.47, 0.48, -0.98, 0.47, 0.50, -0.95, 0.47, 0.48, -0.95, 0.47, 0.48, -0.95, 0.48, 0.47]}


{"formula": "C9H13NO", "method": "the ωB97M-V functional and the def2-TZVPD basis", "smiles": "c1ccncc1.C1CCOC1", "lumo_ha": 0.026, "spin_multiplicity": 1, "homo_lumo_gap_ha": 0.36239, "homo_energy_ev": -9.16, "elements": ["C", "C", "C", "N", "C", "C", "H", "H", "H", "H", "H", "C", "C", "C", "O", "C", "H", "H", "H", "H", "H", "H", "H", "H"], "coordinates": [[18.7202, 22.7172, 21.2947], [19.6472, 22.7239, 20.2083], [20.3796, 23.8825, 19.9230], [20.2723, 24.9524, 20.7467], [19.3583, 24.9600, 21.7598], [18.6460, 23.8090, 22.1588], [18.0514, 21.8736, 21.3815], [19.6001, 21.8268, 19.6089], [21.1592, 23.9838, 19.1824], [19.4985, 25.8347, 22.3777], [17.9008, 23.9039, 22.9346], [22.1427, 21.1169, 17.5630], [20.9045, 21.1977, 18.4194], [21.5669, 21.6264, 19.7233], [22.7734, 20.9359, 19.7844], [23.2676, 20.6309, 18.4890], [22.5064, 22.0818, 17.2099], [22.0453, 20.4366, 16.7169], [20.2514, 20.3398, 18.5793], [20.2281, 21.9207, 17.9636], [20.9646, 21.4821, 20.6202], [21.9247, 22.6526, 19.6404], [23.3226, 19.5452, 18.4090], [24.2508, 21.0757, 18.3358]], "forces_ev_per_angstrom": [[1.053, 0.818, -0.809], [-3.865, 1.113, 1.015], [-1.291, 1.315, 2.204], [-1.093, -0.350, -0.277], [2.254, -1.434, -0.241], [-0.216, 1.131, -1.529], [0.119, -0.168, 0.269], [-0.831, 1.166, 0.378], [-0.612, 0.203, -0.384], [-0.707, 0.174, 0.146], [0.122, -0.266, 0.234], [1.314, -0.993, -0.927], [0.383, 0.824, -0.533], [2.120, -0.305, -0.430], [1.264, -1.534, 0.865], [-1.264, -0.688, 0.262], [-0.798, 0.279, -0.223], [-0.007, 0.196, -0.169], [0.597, -0.684, -0.254], [0.261, 0.244, 0.073], [1.275, -0.577, 0.048], [-0.439, -0.424, 0.353], [0.440, -0.137, 0.069], [-0.080, 0.097, -0.139]], "nbo_charge": [-0.18, -0.27, 0.01, -0.42, 0.01, -0.25, 0.21, 0.24, 0.20, 0.20, 0.22, -0.43, -0.47, -0.07, -0.53, -0.06, 0.21, 0.22, 0.22, 0.22, 0.21, 0.17, 0.17, 0.18]}


{"formula": "C4H14N", "method": "the ωB97M-V functional and the def2-TZVPD basis", "lumo_ha": -0.137, "charge": 1, "spin_multiplicity": 1, "homo_lumo_gap_ha": 0.38805, "homo_energy_ev": -14.29, "elements": ["C", "C", "H", "H", "H", "H", "H", "H", "C", "N", "C", "H", "H", "H", "H", "H", "H", "H", "H"], "coordinates": [[-3.7030, -0.1531, 0.5966], [-2.6599, 0.2447, -0.4297], [-3.4966, -1.1405, 0.9788], [-3.6947, 0.4236, 1.5233], [-4.7444, -0.1525, 0.2747], [-2.6556, -0.5257, -1.1887], [-1.6738, 0.2510, 0.0236], [-2.7977, 1.2433, -0.8251], [1.7282, -1.0415, 0.3899], [2.8715, -0.1327, 0.0389], [2.4464, 1.1423, -0.6642], [2.1601, -2.0222, 0.5253], [1.0060, -1.0139, -0.4110], [1.3671, -0.8215, 1.3897], [3.3986, 0.1520, 0.8620], [3.4970, -0.6140, -0.6032], [1.7739, 1.6607, -0.0052], [3.3459, 1.6621, -0.9661], [1.8310, 0.8378, -1.5098]], "forces_ev_per_angstrom": [[-0.270, 0.068, 1.062], [-0.194, -0.133, 0.473], [0.044, -0.635, -0.165], [0.156, 0.513, -0.215], [0.177, 0.067, -0.422], [0.076, 0.174, -0.594], [0.297, -0.089, 0.223], [-0.251, 0.032, -0.359], [0.945, -0.356, 0.701], [-0.443, 0.757, -0.520], [-0.464, -1.069, -0.101], [-0.024, -0.439, -0.399], [-0.283, 0.001, 0.076], [-0.453, 0.618, -0.256], [0.136, -0.334, 0.104], [0.200, -0.152, 0.174], [0.149, 0.567, 0.386], [-0.125, 0.353, 0.042], [0.329, 0.057, -0.211]], "nbo_charge": [-0.61, -0.60, 0.20, 0.21, 0.22, 0.21, 0.17, 0.21, -0.42, -0.49, -0.41, 0.24, 0.24, 0.25, 0.44, 0.44, 0.24, 0.24, 0.23]}